[1]
Below is a molecular structure, C33H27AsNO9PdS, with properties calculated with the ωB97M-V functional and the def2-TZVPD basis.

```
73
Properties=species:S:1:pos:R:3:forces:R:3
Pd 2.262827 -0.609956 1.321809 -0.23 0.54 -0.16
O 7.332611 -2.644383 3.912712 -1.05 -0.23 -0.73
C 6.340894 -2.550376 3.222163 1.07 0.86 -0.24
C 4.897921 -2.898506 3.609642 -0.70 -1.33 1.39
O 4.513252 -3.657748 4.505603 0.91 1.10 -1.21
C 4.035942 -2.162830 2.689279 -1.99 0.32 0.35
C 4.800871 -1.546750 1.665572 0.14 1.05 -3.40
O 4.301955 -0.962554 0.635323 1.12 -0.86 1.94
C 6.264524 -1.790601 1.793980 1.41 -0.63 1.24
O 7.228498 -1.494546 1.101277 -1.94 -0.44 1.00
O 2.736025 -2.054393 2.743055 3.09 -0.77 0.60
C -5.262640 2.563459 -3.115439 0.35 -0.69 -0.02
C -3.750395 2.645628 -3.047594 -0.25 0.02 -0.80
C -3.120573 3.880572 -2.854033 -0.47 0.51 0.69
C -1.733576 3.960196 -2.712219 -0.25 -0.28 -0.59
C -1.007726 2.858684 -3.098267 0.63 -1.25 0.18
C -1.610673 1.591112 -3.315289 1.07 0.47 -0.56
C -2.984216 1.489102 -3.305998 0.43 1.20 0.71
S 0.767910 3.103218 -3.304269 -0.51 -2.89 -0.14
O 0.987172 4.402605 -3.835251 0.25 1.13 0.03
O 1.260457 1.957774 -4.041397 -0.45 0.49 -0.13
N 1.279477 2.983687 -1.797444 0.19 1.22 1.01
C 2.435555 3.735100 -1.279478 0.01 -0.29 -0.03
C 3.506599 2.740129 -0.813579 -0.29 0.28 -0.34
C 2.971973 1.827779 0.272715 -0.55 -2.17 0.45
O 3.332845 1.857431 1.459992 -0.02 0.56 -0.99
O 2.125581 0.898933 -0.152778 0.70 2.00 -0.34
H -5.711497 3.486545 -2.736699 -0.16 -0.43 0.12
H -5.602533 1.629182 -2.611232 0.02 0.93 0.08
H -5.578088 2.414302 -4.147260 -0.04 0.22 -0.19
H -3.718150 4.823630 -2.807571 0.38 -1.02 0.34
H -1.170553 4.813985 -2.344768 -0.43 0.27 -0.45
H -1.003876 0.694770 -3.542964 -0.20 0.80 0.12
H -3.396978 0.523652 -3.508709 -0.58 -0.31 0.07
H 1.197937 2.067604 -1.355070 -0.02 -0.37 -0.16
H 2.138412 4.375706 -0.418992 0.10 -0.21 -0.71
H 2.855199 4.313206 -2.109350 -0.20 0.26 0.38
H 4.341545 3.313372 -0.454733 0.42 0.17 0.40
H 3.844985 2.173828 -1.694944 -0.22 -0.12 0.43
C -2.937495 2.062742 2.516198 -0.85 1.24 -0.44
C -2.115067 1.460857 3.417346 1.03 -1.00 1.23
C -1.218123 0.467783 2.976318 -1.51 1.27 0.72
C -1.173271 0.141491 1.661285 0.57 -1.27 -1.10
C -1.926409 0.848978 0.748324 -0.32 0.21 -1.05
C -2.886233 1.763833 1.160474 -0.15 0.15 -0.77
As 0.072699 -1.358616 1.248031 0.35 1.21 -1.18
C -0.182007 -1.931304 -0.643909 -0.73 0.19 0.48
C 0.832239 -2.208212 -1.567702 0.32 0.45 0.58
C 0.523686 -2.354243 -2.919458 -0.96 -0.04 0.08
C -0.804246 -2.145667 -3.364471 -0.21 -0.57 -0.26
C -1.819491 -1.992333 -2.430976 0.24 -0.03 1.29
C -1.496451 -1.932669 -1.060480 0.13 0.46 -1.04
C -0.586508 -2.779139 2.288695 -1.01 -0.92 1.01
C -1.926036 -2.828982 2.753400 1.13 -0.30 -1.43
C -2.393749 -3.940006 3.415835 0.31 0.20 0.17
C -1.521665 -4.963204 3.741148 0.46 -0.57 0.11
C -0.172971 -4.857403 3.426167 0.57 0.26 -0.43
C 0.319023 -3.782823 2.655795 -1.77 -0.18 0.94
H -3.541568 2.906628 2.827546 -0.37 -0.25 0.15
H -2.174795 1.685587 4.503737 0.13 0.03 -0.95
H -0.586946 -0.005968 3.661514 0.83 -0.75 1.07
H -1.678473 0.732152 -0.302019 -0.53 -0.24 -0.11
H -3.600012 2.231767 0.424736 1.11 -0.33 0.85
H 1.851127 -2.216537 -1.158371 -0.24 -0.17 -0.55
H 1.249216 -2.703081 -3.637898 0.32 0.38 0.00
H -1.098794 -2.182549 -4.436608 0.58 -0.05 0.83
H -2.876879 -1.927574 -2.641891 0.00 0.06 -0.61
H -2.238299 -1.725976 -0.312322 -0.60 -0.14 -0.01
H -2.602515 -2.086106 2.371238 -0.28 0.38 0.33
H -3.418358 -3.965441 3.705745 -0.66 -0.22 0.12
H -1.864462 -5.888037 4.210883 -0.03 0.44 0.10
H 0.530459 -5.608257 3.790810 -0.23 0.10 -0.24
H 1.352845 -3.670262 2.443118 0.64 -0.12 -0.22
```
Forces are in eV/Å.

Values from the calculation:
net charge: -1
HOMO level (alpha / beta): -4.159 / -5.488 eV
⟨S²⟩: 2.029
energy relative to the best compared isomer or geometry (same formula, charge and spin): 1.385 eV
spin multiplicity: 3

[2]
Below is a molecular structure, C33H27CdClN3O7S2Sb, with properties calculated with the ωB97M-V functional and the def2-TZVPD basis.

```
75
Properties=species:S:1:pos:R:3:forces:R:3
Cd 0.187913 0.045107 -2.182675 0.12 0.21 0.03
O -0.347023 -0.725491 0.033281 -0.11 -0.05 -0.09
C -0.333427 -1.986794 0.418773 0.07 0.00 0.05
C -1.296566 -2.499155 1.307506 0.00 0.01 0.01
C -1.260359 -3.810448 1.740092 0.03 0.00 -0.02
C -0.256493 -4.672329 1.309441 -0.02 0.00 0.02
C 0.704006 -4.181522 0.445216 0.01 0.03 -0.02
C 0.692104 -2.863112 -0.015851 -0.06 -0.06 0.01
C 1.802542 -2.470681 -0.875030 0.12 -0.11 0.08
N 1.890767 -1.412412 -1.576438 -0.09 0.14 -0.10
N 3.102400 -1.236015 -2.220717 0.00 0.08 -0.07
C 3.107966 -0.138066 -2.959145 -0.14 -0.01 0.15
O 2.179128 0.707102 -3.113704 -0.02 -0.12 -0.11
C 4.408715 0.127915 -3.667243 0.00 0.02 -0.02
C 4.555929 1.315817 -4.374461 -0.01 0.00 0.00
C 5.742264 1.598499 -5.037424 0.00 -0.01 0.00
C 6.793022 0.692083 -5.003457 -0.01 0.00 0.00
C 6.648622 -0.499008 -4.301677 -0.01 0.00 0.00
C 5.464511 -0.779450 -3.637005 0.01 -0.01 0.01
H -2.084656 -1.843953 1.652355 0.01 0.01 -0.01
H -2.026836 -4.160633 2.422879 0.01 -0.01 0.00
H -0.224552 -5.702146 1.642743 0.00 0.00 0.00
H 1.501350 -4.830753 0.098389 0.00 0.00 0.00
H 2.656959 -3.152047 -0.895196 0.00 0.00 0.00
H 3.719909 2.002378 -4.388701 0.00 0.00 0.00
H 5.846202 2.529183 -5.582847 0.00 0.00 0.00
H 7.719497 0.910888 -5.522110 0.00 0.00 0.00
H 7.463008 -1.213871 -4.274218 0.00 0.00 0.00
H 5.333559 -1.700606 -3.086161 -0.01 0.00 0.00
O 3.515446 0.723941 0.368551 -0.01 -0.05 0.06
H 2.663962 1.142449 0.155408 0.00 0.03 -0.01
H 3.608353 0.045134 -0.313547 0.00 -0.01 -0.07
S 0.508479 2.161020 -0.389926 -0.04 -0.01 0.07
Sb -1.041228 1.228887 1.014383 -0.08 -0.11 -0.05
C -1.766070 3.035388 1.964537 0.08 0.07 0.01
C -1.344200 3.438922 3.227285 -0.03 -0.01 0.01
C -1.753527 4.657256 3.760292 -0.01 0.01 -0.01
C -2.585050 5.490514 3.026512 0.01 0.00 0.01
C -2.999201 5.105034 1.757051 0.01 -0.04 -0.01
C -2.590231 3.888161 1.228936 -0.02 0.03 -0.04
C -2.996915 0.468959 0.621984 -0.10 -0.06 0.08
C -4.021239 0.874907 1.474046 0.00 0.07 -0.03
C -5.297487 0.337531 1.356877 0.02 0.00 -0.02
C -5.561922 -0.603398 0.374155 0.01 -0.01 0.01
C -4.545143 -1.013842 -0.476905 -0.03 0.01 0.01
C -3.266989 -0.493708 -0.347098 0.06 0.04 -0.05
C -0.325461 0.274600 2.764770 0.12 0.00 0.01
C 0.974508 -0.221431 2.770242 0.02 0.02 0.01
C 1.444727 -0.922777 3.872390 -0.03 0.01 -0.01
C 0.617316 -1.139630 4.966131 0.00 0.00 -0.01
C -0.678517 -0.641581 4.964623 0.00 0.01 0.01
C -1.146451 0.070046 3.867101 0.00 -0.02 0.00
H -0.686781 2.801496 3.808800 0.00 0.01 -0.01
H -1.416341 4.955252 4.746664 0.00 0.00 0.00
H -2.902896 6.441809 3.437791 0.00 0.00 0.00
H -3.637442 5.753568 1.168718 0.00 0.01 0.01
H -2.918755 3.612041 0.229106 0.01 -0.02 0.02
H -3.839809 1.632065 2.226670 0.01 0.00 0.01
H -6.082665 0.668764 2.026391 0.00 0.00 0.00
H -6.557761 -1.018469 0.271132 0.00 0.01 0.00
H -4.734863 -1.748631 -1.248970 0.00 0.00 0.00
H -2.490348 -0.853930 -1.003775 0.03 0.02 -0.03
H 1.621423 -0.075309 1.910943 -0.01 0.00 0.00
H 2.455622 -1.311050 3.864099 0.00 0.00 0.00
H 0.980380 -1.702755 5.818004 0.00 0.00 0.00
H -1.329847 -0.811088 5.814197 0.01 0.00 0.00
H -2.161411 0.453150 3.873515 -0.02 0.00 -0.02
S -3.872021 2.881935 -2.537952 -0.03 -0.01 -0.01
C -2.616496 1.832189 -2.630531 0.02 0.07 0.11
N -1.719370 1.089263 -2.658084 0.08 -0.17 -0.14
O 0.345735 -3.564844 -3.798173 0.02 -0.02 0.02
Cl -0.640160 -2.526161 -3.906052 -0.03 -0.10 -0.05
O -0.022302 -1.307269 -4.409480 0.07 0.04 0.05
O -1.701182 -2.941403 -4.780935 -0.02 0.06 0.00
O -1.176305 -2.217505 -2.586484 -0.01 0.02 0.10
```
Forces are in eV/Å.

Values from the calculation:
net charge: -2
HOMO level: -2.750 eV
energy relative to the best compared isomer or geometry (same formula, charge and spin): 0.000 eV

[3]
Below is a molecular structure, C33H27F10HfN9O5S, with properties calculated with the ωB97M-V functional and the def2-TZVPD basis.

```
86
Properties=species:S:1:pos:R:3:forces:R:3
Hf 0.581696 -1.159155 -0.253298 -0.11 0.22 -0.53
C 1.920111 -0.722290 -3.417149 0.01 0.00 -0.02
N 0.564820 -0.831939 -2.865256 -0.01 -0.03 0.20
C 0.016516 -2.172167 -3.126243 0.02 -0.03 -0.02
C 0.869444 -3.281941 -2.528040 0.12 -0.06 0.01
N 1.478314 -2.863738 -1.261769 -0.35 0.09 0.33
C 2.176546 -3.834907 -0.563811 0.17 0.08 -0.07
C 3.300713 -3.440886 0.180197 0.08 0.08 -0.10
F 3.712353 -2.156710 0.093173 -0.03 -0.15 0.02
C 4.054132 -4.298709 0.952708 0.05 0.05 0.02
F 5.112050 -3.839270 1.628892 -0.04 -0.02 -0.02
C 3.736347 -5.643866 0.995396 0.01 -0.02 0.02
F 4.453700 -6.490780 1.739597 -0.03 0.03 -0.04
C 2.662058 -6.088629 0.251243 -0.01 -0.05 0.00
F 2.326111 -7.380902 0.286808 0.02 0.06 0.00
C 1.899741 -5.209376 -0.503319 -0.05 0.01 0.16
F 0.838653 -5.745509 -1.128047 0.03 0.07 -0.01
C -0.345059 0.139870 -3.517515 -0.06 -0.02 -0.02
C 0.160198 1.555211 -3.771936 -0.09 -0.13 -0.02
N 0.564646 2.289388 -2.590209 0.14 -0.03 0.05
C 0.188830 3.577695 -2.330751 -0.08 0.03 0.09
C 0.250400 4.073506 -1.022068 0.00 -0.01 -0.02
F 0.719780 3.266309 -0.055747 -0.02 -0.15 0.07
C -0.133640 5.348680 -0.673917 0.00 0.04 0.04
F -0.063601 5.739715 0.603316 0.00 -0.03 -0.08
C -0.598254 6.222631 -1.641898 -0.01 0.04 0.02
F -0.978054 7.464555 -1.318000 0.01 -0.06 -0.01
C -0.641249 5.785824 -2.949777 0.00 0.02 -0.04
F -1.049379 6.615545 -3.913890 0.01 -0.03 0.04
C -0.243440 4.501837 -3.285597 -0.01 0.03 -0.02
F -0.253295 4.185617 -4.596950 0.01 0.05 0.03
H 1.910950 -0.890868 -4.502261 -0.01 0.00 0.00
H 2.564428 -1.455877 -2.940365 0.01 0.01 0.00
H 2.325029 0.264185 -3.208844 0.00 0.01 0.00
H -0.078388 -2.343922 -4.207550 0.01 0.01 0.00
H -0.991280 -2.191972 -2.707266 0.01 -0.03 0.02
H 1.660417 -3.575416 -3.230025 0.00 0.05 -0.01
H 0.209745 -4.139540 -2.416197 0.01 -0.06 0.00
H -1.266194 0.174334 -2.940620 0.01 0.01 0.01
H -0.596616 -0.255254 -4.512770 0.00 0.02 0.00
H -0.686782 2.060500 -4.233271 0.04 -0.04 0.02
H 0.956554 1.545958 -4.521943 0.02 -0.01 0.01
N -7.047830 -0.954626 2.439607 -0.04 -0.02 0.00
C -5.840134 -0.593257 1.885071 0.03 0.00 0.00
C -5.730489 0.569602 1.114237 0.00 -0.01 0.01
C -4.531479 0.904026 0.519211 0.00 0.01 -0.02
C -3.429807 0.077059 0.683957 0.01 -0.03 -0.01
C -3.516479 -1.074435 1.457714 0.04 0.00 0.02
C -4.713299 -1.409167 2.051867 -0.03 0.02 -0.01
S -1.913417 0.507734 -0.062544 -0.09 -0.11 -0.02
O -1.453011 -0.706511 -0.834968 -0.01 0.13 -0.06
O -2.117017 1.659322 -0.888823 0.05 0.04 0.01
N -0.731455 0.509337 0.991973 -0.01 0.14 0.04
C -0.769133 1.455269 2.002136 0.06 0.01 -0.04
N -1.805616 2.302231 2.021859 0.00 0.00 0.01
C -1.817236 3.210511 2.985942 0.00 0.01 -0.01
C -0.816957 3.298642 3.937813 0.00 0.01 0.02
C 0.194812 2.360566 3.833662 0.00 -0.01 0.00
N 0.231780 1.435418 2.884504 0.02 0.02 -0.03
H -7.750519 -0.242071 2.532220 0.01 0.01 0.00
H -7.034094 -1.629258 3.184612 0.01 0.01 0.00
H -6.595594 1.208430 0.985218 0.00 0.00 0.00
H -4.433468 1.806795 -0.067563 0.00 -0.01 0.00
H -2.648307 -1.703220 1.602717 0.00 0.00 0.00
H -4.787426 -2.310170 2.648210 0.01 0.00 0.00
H -2.660029 3.893660 2.991075 -0.01 0.00 -0.01
H -0.828260 4.048559 4.714176 0.00 0.00 0.00
H 1.015881 2.343951 4.544287 0.00 0.00 0.00
O 1.818898 0.333000 -0.700029 0.15 0.20 -0.06
C 2.877043 0.842903 0.039115 0.07 -0.13 0.00
C 2.763360 0.377249 1.460853 0.09 -0.11 -0.01
C 3.512720 0.911529 2.495311 0.02 -0.01 0.00
C 3.436405 0.328350 3.744913 0.01 0.03 0.00
C 2.603018 -0.764449 3.926113 -0.03 -0.02 -0.02
C 1.862775 -1.219061 2.854736 0.01 0.03 0.03
N 1.943954 -0.664967 1.637991 0.00 -0.14 -0.04
H 0.936247 1.755737 -1.812258 -0.05 -0.04 -0.01
H 2.933887 1.932871 -0.031020 -0.10 0.04 0.11
H 3.826862 0.442185 -0.344578 0.02 0.09 -0.05
H 4.149342 1.766089 2.308293 0.01 -0.01 -0.01
H 4.021029 0.717951 4.568695 0.00 0.00 0.00
H 2.513952 -1.256632 4.883849 0.00 0.00 0.00
H 1.175429 -2.045759 2.951592 0.01 0.00 0.01
O -1.119574 -3.318590 -0.320673 -0.14 -0.01 0.03
N -0.939209 -3.392753 0.872184 0.13 -0.16 0.01
O -0.076610 -2.511770 1.311672 -0.13 -0.03 -0.02
```
Forces are in eV/Å.

Values from the calculation:
net charge: 0
HOMO level: -7.956 eV
energy relative to the best compared isomer or geometry (same formula, charge and spin): 0.000 eV

Number 1: strongest force on any atom 3.56 eV/Å. Number 2: strongest force on any atom 0.24 eV/Å. Number 3: strongest force on any atom 0.59 eV/Å.